# 1
Molecular formula: C12H48N24O12
Method: DFT, the ωB97M-V functional and the def2-TZVPD basis

The geometry in XYZ format:
```
96
Properties=species:S:1:pos:R:3:forces:R:3:mulliken_charge:R:1
N -18.1485 7.2480 20.9306 0.8 2.6 0.8 -0.44
C -17.9434 6.7352 19.7211 -1.7 -1.4 -1.0 0.66
N -18.3261 5.4284 19.6529 0.5 -0.1 -1.4 -0.36
O -17.6615 7.3407 18.6743 0.0 -0.4 1.6 -0.84
H -18.3881 6.7701 21.7770 0.0 -0.4 -0.2 0.17
H -17.9845 8.2428 20.9946 0.1 -0.2 0.2 0.24
H -18.4775 5.1715 18.6900 0.1 -0.6 0.3 0.25
H -18.6023 4.8293 20.4065 0.0 0.1 0.1 0.17
N -13.2592 6.3248 16.3230 0.9 0.6 0.6 -0.04
C -14.5047 5.8978 15.9745 -0.9 1.0 -0.6 0.40
N -14.5613 4.6388 15.4986 0.2 -0.3 -0.1 -0.42
O -15.4740 6.6582 16.0377 0.4 -0.5 0.4 -0.60
H -13.1990 7.2870 16.6303 -0.2 -0.3 -0.2 0.00
H -12.4026 5.9182 15.9863 -0.2 -0.3 0.0 0.35
H -15.4793 4.2287 15.5394 0.1 -0.2 -0.1 0.26
H -13.7485 4.0677 15.6901 -0.4 -0.5 0.2 0.19
N -14.8758 10.4350 15.6833 -1.6 0.6 -0.8 -0.40
C -14.3011 9.8774 16.7615 1.9 1.3 0.5 0.60
N -13.0729 9.3591 16.4562 1.3 -1.4 0.2 -0.26
O -14.5826 10.1064 17.9390 -0.6 -0.4 -0.6 -0.75
H -15.6355 11.0872 15.7941 -0.1 -0.3 0.4 0.27
H -14.8298 10.0528 14.7557 0.3 -0.3 0.1 0.17
H -12.4435 9.0476 17.1831 -0.4 0.2 0.7 0.03
H -12.7317 9.0691 15.5564 -0.7 0.4 -0.4 0.24
N -14.6932 1.5879 20.3681 0.2 -0.3 0.6 -0.26
C -15.9876 1.6291 19.9507 -0.4 -0.3 -0.7 0.53
N -16.3182 2.8663 19.4699 -0.4 -1.0 0.5 -0.13
O -16.7436 0.6628 19.9342 0.5 0.4 0.0 -0.71
H -14.1326 2.4179 20.2988 0.3 -0.2 -0.1 0.07
H -14.2949 0.6903 20.5736 0.0 0.1 0.1 0.17
H -15.6336 3.5899 19.5848 -0.3 0.8 -0.6 0.15
H -17.1016 2.8424 18.8433 0.1 0.6 0.1 0.21
N -15.1546 4.8113 25.4518 0.1 0.0 1.0 -0.39
C -15.3406 4.2218 24.2578 -1.3 -1.1 -1.2 0.56
N -14.4373 4.5243 23.2831 0.2 0.1 0.3 -0.08
O -16.3000 3.4663 24.0845 0.7 0.5 -0.1 -0.66
H -14.5040 5.5487 25.6425 0.0 -0.1 0.1 0.17
H -15.7206 4.3822 26.1645 0.1 0.4 0.2 0.25
H -14.6184 4.2717 22.3252 0.1 0.0 0.0 0.01
H -13.5498 4.8885 23.5758 0.1 0.2 -0.4 0.09
N -14.8898 7.2279 19.2594 0.3 -0.4 0.7 0.39
C -14.2317 6.3585 20.0707 -0.1 -0.9 -2.0 0.27
N -13.2732 6.8832 20.8467 0.7 0.9 1.2 -0.04
O -14.3627 5.1235 20.0020 -0.4 0.3 0.2 -0.10
H -14.6875 8.2151 19.2824 -0.1 0.0 -0.2 -0.07
H -15.4974 6.8797 18.5327 -0.2 0.1 0.1 -0.41
H -12.5075 6.2867 21.1127 -0.2 -0.2 0.1 0.09
H -13.1515 7.8796 20.8979 0.2 -0.1 -0.2 0.04
N -9.9149 7.1502 22.2954 -0.5 0.0 -0.3 0.02
C -8.6054 7.0451 22.6125 1.1 -1.2 -0.8 0.59
N -8.1331 7.8470 23.5829 -0.5 0.1 0.0 -0.40
O -7.8932 6.2119 22.0315 -0.4 0.6 0.4 -0.63
H -10.5657 7.8148 22.6719 0.1 0.0 0.2 0.20
H -10.2420 6.3462 21.7813 -0.4 -0.1 0.4 -0.26
H -8.7730 8.5470 23.9122 0.6 0.3 0.4 0.18
H -7.1414 7.8205 23.7336 -0.1 0.4 0.2 0.27
N -9.8784 6.6387 19.1918 -0.1 -0.1 0.4 -0.26
C -10.3930 7.5883 18.3968 0.8 0.7 -1.0 0.48
N -9.9517 7.5110 17.0824 -0.5 -0.3 0.6 -0.33
O -11.0991 8.4924 18.8164 -0.7 -0.2 -0.3 -0.57
H -10.1934 6.6825 20.1446 0.4 -0.1 -0.1 -0.15
H -9.3800 5.8463 18.8347 0.1 0.0 0.1 0.27
H -10.3928 8.0797 16.3862 0.3 0.2 0.0 0.21
H -9.0790 7.0514 16.9015 -0.1 0.0 -0.3 0.17
N -12.7016 11.1871 19.8991 -0.4 -0.7 -0.4 -0.06
C -12.5696 12.5054 20.2084 1.2 -0.7 1.6 0.54
N -12.5871 13.3057 19.1161 -0.4 -0.2 0.1 -0.34
O -12.3196 12.8571 21.3615 -0.1 0.4 -0.7 -0.70
H -13.0352 10.8547 19.0074 0.0 0.1 0.1 0.13
H -12.4062 10.4737 20.5357 0.0 0.3 0.3 0.02
H -12.9717 12.8534 18.3080 0.2 0.8 -0.5 0.19
H -12.3335 14.2699 19.2158 -0.4 0.1 -0.2 0.20
N -11.7904 4.3611 18.3621 0.7 0.2 0.0 0.36
C -11.7732 3.0900 17.9264 -1.7 -0.3 -0.6 0.60
N -10.7856 2.2919 18.4222 0.2 0.6 -0.1 -0.43
O -12.6604 2.7047 17.1563 0.8 -0.3 0.1 -0.70
H -12.5831 4.9100 18.0701 0.1 0.2 0.2 -0.33
H -11.0811 4.7308 18.9714 -0.5 0.1 0.1 -0.06
H -10.8613 1.3017 18.2843 0.1 0.0 0.1 0.26
H -10.2448 2.7090 19.1582 0.2 -0.6 0.2 0.12
N -18.0837 9.2381 16.7974 0.7 -0.3 0.3 -0.21
C -19.2190 8.9201 16.0976 0.9 2.9 -0.6 0.49
N -19.9309 7.9530 16.6662 -1.2 -2.4 1.0 -0.31
O -19.5686 9.6072 15.1312 -0.2 -0.8 0.5 -0.71
H -17.5981 10.0833 16.5716 -0.1 -0.1 -0.4 0.04
H -17.6474 8.6275 17.4913 -0.6 0.4 -0.4 0.49
H -20.9072 7.7694 16.5284 0.1 0.4 -0.8 0.17
H -19.5320 7.3797 17.3917 0.3 0.4 0.1 0.23
N -10.8387 2.8527 22.8169 -1.9 1.1 -0.2 -0.47
C -10.3290 3.7580 21.9238 1.2 -1.9 1.2 0.40
N -9.0014 3.5337 21.7323 -0.3 0.7 -1.4 -0.32
O -11.0030 4.6430 21.4015 0.2 0.0 -0.2 -0.13
H -11.8268 2.9896 22.9754 0.0 -0.3 0.2 0.20
H -10.4197 2.0288 23.1975 0.4 0.0 -0.2 0.17
H -8.5406 4.0643 21.0117 0.2 0.2 0.4 0.20
H -8.4850 2.8100 22.1895 -0.1 -0.1 0.1 0.15
```
Positions in Å, forces in eV/Å.

## Properties
Relative energy (zero: lowest compared OMol25 entry of this formula, charge and spin) (eV): 2.9756
HOMO energy (Eh): -0.3163
Lowest unoccupied orbital energy (eV): -0.24
E (hartree): -2703.5516

---

# 2
Molecular formula: C10H35O7
Method: DFT, the ωB97M-V functional and the def2-TZVPD basis

The geometry in XYZ format:
```
52
Properties=species:S:1:pos:R:3:forces:R:3:mulliken_charge:R:1
O 0.5725 -0.0150 -0.0882 2.7 -1.5 3.4 0.54
H 0.1210 0.7975 -0.2341 -2.0 2.5 0.3 0.34
H 0.4374 -0.5241 0.8024 0.3 1.6 0.0 0.27
H 0.1795 -0.6402 -0.6258 -1.8 -2.5 -3.3 0.02
C -3.0761 0.3694 1.9581 -0.6 -1.2 3.7 -0.34
O -3.3642 1.8262 1.9179 -2.0 -2.7 -1.9 -0.53
H -4.0754 -0.2703 2.1139 2.1 1.5 -0.6 0.38
H -2.4763 0.2063 2.9606 -1.1 0.3 -2.0 0.13
H -2.4587 -0.0980 1.1690 -0.4 0.8 -0.2 0.03
H -4.3029 1.7628 1.5233 2.1 1.0 0.8 0.34
C 3.4366 -1.3381 1.5450 -2.8 -1.7 5.2 -0.51
O 2.8128 -1.6421 0.4260 -3.4 -1.6 -2.7 -0.37
H 4.4513 -1.2398 1.4329 2.5 0.1 0.3 0.48
H 3.0799 -2.2298 2.3600 1.5 2.5 -1.6 0.09
H 2.9527 -0.4163 1.8099 0.4 0.8 1.4 0.05
H 3.4106 -1.6350 -0.2622 1.7 -0.2 -2.5 0.26
C -0.3688 -2.0155 2.9810 -3.7 -2.8 -5.4 -0.84
O 0.1523 -0.7938 2.5697 -6.7 -1.9 -9.6 -0.30
H -0.2615 -2.0504 3.9682 -0.4 -0.4 4.3 0.63
H 0.1543 -2.9118 2.5766 0.0 0.8 -0.1 0.23
H -1.5462 -2.2068 2.5409 3.2 0.9 1.7 0.07
H 0.6508 -0.6411 3.2059 7.6 3.4 8.6 0.16
C -0.5067 -3.5777 -0.8220 -1.9 4.5 -5.0 -1.22
O -0.9920 -2.4042 -0.1861 1.1 1.0 -0.2 -0.41
H -0.8977 -3.7845 -1.8733 0.1 0.9 1.1 0.29
H -0.7531 -4.3517 -0.3546 -2.3 -6.5 4.4 0.63
H 0.4993 -3.6487 -0.9386 3.2 0.9 0.1 0.45
H -1.8818 -2.4464 0.1735 0.0 -0.7 -0.4 0.22
C 0.9471 1.0405 -3.4506 3.2 -3.3 0.2 -0.96
C -0.0805 -0.0362 -3.5682 0.1 -0.8 0.4 0.19
C 0.5295 -1.4352 -3.6649 -3.2 -0.6 0.3 -0.86
O -0.8649 -0.0152 -2.3868 6.2 -1.9 1.4 -0.42
H 1.6341 0.8171 -4.3112 -0.3 0.7 0.7 0.41
H 1.6087 0.8485 -2.5010 -1.4 0.9 -1.6 0.02
H 0.4951 1.9547 -3.5811 -0.6 2.4 0.2 0.33
H -0.6445 0.1297 -4.4622 -0.8 0.2 -0.4 0.55
H -0.3949 -2.1938 -3.4737 2.1 1.5 -1.5 0.10
H 0.9894 -1.5909 -2.7050 1.5 -0.2 0.0 0.05
H 1.0794 -1.4795 -4.6329 -0.1 -0.8 1.1 0.44
H -1.7033 0.2004 -2.4156 -6.5 1.8 -0.9 0.15
C 0.2138 2.9756 1.9603 -2.6 2.0 1.1 -1.15
C -0.2984 3.2806 0.5351 -4.8 2.9 3.2 0.48
C 0.7066 3.6083 -0.4837 -0.6 3.0 -2.9 -0.88
O -1.1337 2.2294 0.0626 -1.2 -2.1 0.9 -0.70
H 0.8433 3.7111 2.4863 -0.9 0.7 -0.5 0.40
H 0.8597 2.2274 2.0418 2.8 -4.0 -0.5 0.20
H -0.6277 2.6387 2.6704 0.9 0.9 -1.2 0.28
H -1.1758 4.0718 0.7908 2.5 -0.6 -1.0 0.25
H 1.2808 2.7868 -0.3869 2.7 -3.0 -0.4 0.24
H 1.4355 4.4747 -0.2235 -1.7 -1.2 -0.6 0.35
H 0.2968 3.5928 -1.6616 1.0 0.5 3.5 0.16
H -1.9455 2.0816 0.7119 2.2 0.8 -1.6 0.27
```
Positions in Å, forces in eV/Å.

## Properties
Relative energy (zero: lowest compared OMol25 entry of this formula, charge and spin) (eV): 7.8548
HOMO energy (Eh): -0.4694
Lowest unoccupied orbital energy (eV): -2.29
Charge: +1
E (hartree): -928.1258

---

# 3
Molecular formula: C11H25AlClN2O6P2
Method: DFT, the ωB97M-V functional and the def2-TZVPD basis

The geometry in XYZ format:
```
48
Properties=species:S:1:pos:R:3:forces:R:3:mulliken_charge:R:1
C -3.0050 -2.6474 0.3972 -0.6 0.0 0.0 -0.83
C -3.8753 -1.7562 1.2392 0.0 -0.6 0.6 0.80
O -4.0747 -1.9418 2.4213 0.1 0.4 -0.6 -0.62
O -4.4559 -0.7666 0.5239 0.5 0.0 0.3 -0.33
C -4.8767 0.3927 1.2460 -0.6 0.7 -0.1 -0.53
C -4.0909 1.6313 0.8449 0.2 -0.1 0.5 -0.93
C -2.6702 1.6659 1.4181 -0.2 -0.2 -0.3 -0.70
C -1.7077 0.6843 0.7318 0.5 0.2 0.0 -0.64
C -0.3442 1.3134 0.3768 -0.6 0.1 0.6 0.23
C 0.6170 1.1990 1.5580 0.1 -0.5 -0.1 -1.02
C 1.2908 -0.1782 1.6113 0.5 0.3 0.6 -0.62
C 2.6087 -0.2895 0.8252 -0.7 -0.2 -0.4 -0.87
Al 2.4312 -0.3509 -1.1814 1.4 -0.5 0.8 -0.28
C 4.1544 -1.1745 -1.9464 -0.7 0.3 0.1 -0.79
O 4.7405 -2.1029 -0.9977 0.3 0.1 0.0 -0.09
N 6.0267 -2.4125 -1.3887 -0.3 0.4 -0.2 0.16
O 6.7155 -2.6471 -0.4667 0.1 -0.4 0.3 -0.36
P 2.1571 1.7104 -2.3244 -0.8 0.2 -0.9 0.15
N 2.1899 3.0072 -1.2200 0.5 -0.4 0.1 -0.61
O 3.6347 1.9531 -3.1339 -0.1 0.1 0.3 -0.50
P 0.6273 -1.8352 -1.7049 -0.9 0.1 0.1 0.36
O 0.3883 -1.5448 -3.3466 -0.1 -0.1 0.1 -0.55
Cl 1.5721 -3.7154 -1.7092 0.2 0.2 -0.2 -0.36
H -2.3615 -3.2338 1.0404 0.2 0.1 0.1 0.31
H -3.6706 -3.3479 -0.1104 0.0 0.0 -0.2 0.37
H -2.4566 -2.0843 -0.3485 0.2 0.0 -0.1 0.11
H -5.9299 0.5537 1.0133 -0.1 -0.1 -0.1 0.36
H -4.8109 0.2665 2.3235 0.1 -0.4 0.0 0.37
H -4.0792 1.7527 -0.2376 0.0 0.0 -0.1 0.34
H -4.6302 2.4831 1.2665 -0.2 0.0 -0.1 0.38
H -2.3057 2.6906 1.3339 0.2 0.0 0.0 0.46
H -2.7181 1.4407 2.4844 -0.1 0.1 0.1 0.29
H -1.5235 -0.1452 1.4153 0.0 -0.3 -0.2 0.23
H -2.1410 0.2755 -0.1779 -0.2 0.0 0.0 0.52
H 0.0479 0.8125 -0.5075 0.2 0.1 -0.1 -0.49
H -0.5432 2.3594 0.1390 0.2 0.1 -0.3 0.43
H 1.3989 1.9599 1.5617 0.0 0.1 -0.1 0.42
H 0.0572 1.3308 2.4876 -0.1 0.2 0.0 0.41
H 0.5877 -0.9537 1.2996 -0.1 0.0 -0.1 0.15
H 1.5077 -0.3834 2.6662 -0.1 -0.1 0.1 0.41
H 3.0554 -1.2477 1.1060 0.2 -0.1 -0.2 0.44
H 3.3203 0.4709 1.1600 0.0 0.1 0.1 0.47
H 4.8590 -0.3541 -2.0906 0.1 0.0 -0.2 0.49
H 3.9478 -1.6692 -2.8981 0.2 -0.1 -0.1 0.29
H 2.6326 2.8194 -0.3327 -0.1 0.1 0.2 0.27
H 1.3009 3.4604 -1.1132 -0.1 0.2 0.0 0.32
H 3.7419 1.1915 -3.7087 0.2 -0.1 -0.2 0.30
H 0.6594 -0.6425 -3.5458 0.2 0.1 -0.2 0.30
```
Positions in Å, forces in eV/Å.

## Properties
HOMO energy (Eh): -0.1523
Lowest unoccupied orbital energy (eV): 2.69
Charge: -1
E (hartree): -2380.4861

---

Q: lowest unoccupied orbital energy of number 3 (C11H25AlClN2O6P2)?
A: 2.69 eV

---

Q: What is the formula in the first record?
A: C12H48N24O12

---

Q: The lowest E belongs to which entry?
A: C12H48N24O12

---

Q: The highest E belongs to which entry?
A: C10H35O7